Entry w
255
Properties=species:S:1:pos:R:3:mulliken_charge:R:1 method="wB97M-V/def2-TZVPD" homo_energy_ha=-0.3235 lumo_energy_ev=0.1
C 10.418 6.156 -9.646 -1.303
C 8.993 6.681 -9.901 0.426
C 8.283 7.408 -8.682 -0.712
O 8.122 6.626 -7.478 -0.324
C 6.984 5.678 -7.648 -0.795
N 9.128 7.549 -11.049 -0.657
H 11.124 6.955 -9.420 0.368
H 10.787 5.463 -10.402 0.355
H 10.432 5.461 -8.806 0.322
H 8.401 5.840 -10.261 0.198
H 7.308 7.640 -9.110 0.350
H 8.805 8.321 -8.394 0.305
H 7.227 4.838 -8.298 0.290
H 6.139 6.121 -8.176 0.326
H 6.574 5.403 -6.676 0.283
H 8.370 8.211 -11.134 0.252
H 9.990 7.997 -10.774 0.314
C -5.047 -4.883 8.294 -1.366
C -4.495 -5.654 9.528 0.555
C -5.073 -7.128 9.617 -0.686
O -4.584 -7.748 10.799 -0.322
C -5.317 -8.950 11.025 -0.748
N -3.063 -5.572 9.406 -0.742
H -6.122 -4.729 8.386 0.366
H -4.856 -5.245 7.284 0.287
H -4.550 -3.914 8.264 0.347
H -4.775 -5.101 10.424 0.259
H -4.703 -7.666 8.744 0.327
H -6.157 -7.120 9.501 0.369
H -4.726 -9.450 11.793 0.254
H -5.431 -9.610 10.165 0.306
H -6.297 -8.658 11.402 0.304
H -2.838 -4.600 9.565 0.235
H -2.707 -6.091 10.196 0.256
C -11.050 -6.708 5.098 -1.351
C -11.862 -5.470 4.866 0.384
C -11.299 -4.634 3.772 -0.627
O -9.958 -4.226 4.095 -0.251
C -9.436 -3.150 3.375 -0.768
N -13.200 -5.942 4.497 -0.729
H -10.053 -6.546 5.509 0.310
H -10.940 -7.111 4.091 0.302
H -11.507 -7.456 5.746 0.356
H -11.791 -4.913 5.801 0.271
H -11.983 -3.786 3.754 0.350
H -11.306 -5.062 2.770 0.347
H -9.516 -3.258 2.294 0.285
H -8.407 -2.975 3.689 0.243
H -10.016 -2.270 3.653 0.305
H -13.686 -5.160 4.082 0.287
H -13.097 -6.549 3.696 0.285
C 1.238 0.093 8.587 -1.280
C 0.503 1.114 9.404 0.559
C -0.136 2.216 8.563 -0.745
O 0.916 2.985 7.983 -0.299
C 0.446 4.087 7.276 -0.784
N -0.496 0.434 10.164 -0.729
H 0.625 -0.401 7.833 0.313
H 1.547 -0.650 9.323 0.328
H 2.118 0.443 8.048 0.318
H 1.151 1.659 10.090 0.241
H -0.857 2.819 9.114 0.359
H -0.729 1.742 7.781 0.323
H 1.381 4.476 6.872 0.264
H 0.044 4.816 7.979 0.311
H -0.311 4.044 6.493 0.309
H 0.020 -0.069 10.872 0.267
H -1.038 1.143 10.638 0.247
C 2.851 -0.769 -10.300 -1.530
C 4.081 -0.713 -9.362 0.655
C 5.366 -0.266 -10.039 -0.782
O 6.501 -0.406 -9.158 -0.297
C 7.737 -0.587 -9.779 -0.713
N 3.854 0.285 -8.364 -0.761
H 2.509 0.242 -10.525 0.395
H 1.963 -1.320 -9.989 0.379
H 3.103 -1.231 -11.255 0.349
H 4.167 -1.702 -8.913 0.249
H 5.199 0.743 -10.415 0.316
H 5.485 -0.782 -10.992 0.398
H 8.474 -0.736 -8.991 0.231
H 7.946 0.294 -10.386 0.279
H 7.627 -1.513 -10.343 0.314
H 4.620 0.145 -7.721 0.255
H 3.053 -0.025 -7.833 0.262
C 1.705 -6.786 -3.370 -1.359
C 2.667 -5.746 -2.776 0.589
C 3.759 -5.192 -3.743 -0.743
O 4.513 -6.234 -4.343 -0.308
C 5.365 -5.828 -5.345 -0.739
N 1.870 -4.707 -2.245 -0.666
H 2.054 -7.817 -3.316 0.307
H 1.501 -6.456 -4.389 0.280
H 0.731 -6.850 -2.885 0.409
H 3.163 -6.288 -1.970 0.231
H 4.303 -4.367 -3.282 0.365
H 3.189 -4.693 -4.527 0.343
H 5.849 -4.902 -5.037 0.313
H 4.783 -5.661 -6.251 0.283
H 6.187 -6.532 -5.480 0.251
H 2.373 -4.072 -1.642 0.229
H 1.204 -5.086 -1.587 0.221
C -0.342 -8.511 4.372 -1.446
C -0.565 -7.337 3.417 0.476
C -1.964 -7.250 2.812 -0.744
O -2.102 -6.066 1.965 -0.339
C -3.356 -6.039 1.302 -0.719
N -0.404 -6.089 4.089 -0.714
H 0.672 -8.545 4.770 0.367
H -0.381 -9.470 3.856 0.366
H -1.027 -8.453 5.218 0.331
H 0.134 -7.406 2.583 0.225
H -2.693 -7.159 3.617 0.309
H -2.282 -8.086 2.189 0.454
H -3.423 -5.242 0.561 0.242
H -4.102 -5.896 2.084 0.301
H -3.456 -6.964 0.733 0.288
H -0.883 -5.991 4.973 0.251
H -0.872 -5.460 3.452 0.351
C -3.758 -0.976 -6.223 -1.413
C -3.250 -2.042 -5.246 0.663
C -3.541 -3.521 -5.574 -0.778
O -4.909 -3.642 -5.993 -0.282
C -5.442 -4.938 -5.762 -0.696
N -1.773 -1.806 -5.096 -0.755
H -3.194 -0.974 -7.155 0.330
H -3.742 0.008 -5.755 0.397
H -4.800 -1.181 -6.469 0.330
H -3.670 -1.800 -4.270 0.173
H -3.274 -4.196 -4.761 0.384
H -2.880 -3.837 -6.381 0.339
H -5.149 -5.224 -4.752 0.322
H -4.979 -5.619 -6.476 0.273
H -6.516 -4.873 -5.934 0.209
H -1.606 -0.859 -4.788 0.267
H -1.475 -2.340 -4.292 0.233
C -11.158 -1.691 -2.658 -1.333
C -10.703 -0.702 -3.747 0.325
C -9.364 -0.179 -3.328 -0.627
O -9.454 0.752 -2.288 -0.346
C -8.192 1.143 -1.792 -0.745
N -10.681 -1.430 -5.015 -0.700
H -10.356 -2.429 -2.636 0.330
H -12.078 -2.167 -2.998 0.347
H -11.304 -1.321 -1.643 0.320
H -11.337 0.173 -3.892 0.351
H -8.881 0.434 -4.089 0.407
H -8.680 -1.002 -3.121 0.292
H -8.351 1.952 -1.080 0.254
H -7.497 1.462 -2.569 0.303
H -7.726 0.350 -1.207 0.305
H -10.316 -0.875 -5.776 0.284
H -10.018 -2.190 -4.951 0.234
C -7.636 3.129 6.574 -1.419
C -8.923 2.552 7.279 0.817
C -8.557 1.691 8.480 -0.855
O -9.751 1.153 9.096 -0.378
C -10.335 0.064 8.389 -0.691
N -9.609 3.703 7.727 -0.658
H -7.085 3.838 7.192 0.348
H -7.926 3.673 5.675 0.364
H -6.994 2.271 6.377 0.357
H -9.504 1.982 6.554 0.090
H -8.064 2.239 9.283 0.377
H -7.752 0.983 8.282 0.387
H -10.970 -0.563 9.016 0.270
H -9.527 -0.538 7.973 0.321
H -10.913 0.437 7.544 0.250
H -10.348 3.536 8.394 0.214
H -9.959 4.286 6.980 0.205
C 6.981 -2.513 2.904 -1.481
C 5.999 -3.545 3.380 0.542
C 6.143 -3.862 4.889 -0.667
O 7.468 -4.255 5.250 -0.325
C 7.592 -5.081 6.403 -0.793
N 4.690 -3.140 2.990 -0.661
H 6.774 -2.293 1.857 0.407
H 7.967 -2.976 2.934 0.344
H 7.042 -1.611 3.513 0.337
H 6.176 -4.486 2.861 0.244
H 5.408 -4.641 5.090 0.372
H 5.830 -2.997 5.474 0.299
H 6.978 -4.708 7.223 0.315
H 8.536 -4.955 6.932 0.294
H 7.406 -6.139 6.218 0.291
H 4.360 -2.264 3.371 0.242
H 4.137 -3.872 3.412 0.241
C -1.525 9.610 -1.930 -1.450
C -1.619 8.117 -2.159 0.477
C -2.914 7.671 -2.891 -0.692
O -3.960 7.870 -1.929 -0.332
C -5.307 7.634 -2.564 -0.743
N -0.438 7.758 -2.952 -0.739
H -0.794 9.757 -1.135 0.365
H -2.464 10.137 -1.760 0.332
H -1.142 10.207 -2.758 0.358
H -1.618 7.679 -1.161 0.264
H -2.978 6.642 -3.245 0.459
H -3.064 8.329 -3.747 0.298
H -5.774 8.333 -3.258 0.299
H -6.010 7.588 -1.732 0.262
H -5.320 6.657 -3.048 0.300
H -0.508 8.219 -3.848 0.269
H 0.347 8.277 -2.586 0.273
C 2.476 2.759 -0.038 -1.364
C 1.390 1.839 -0.651 0.315
C 0.161 1.821 0.286 -0.667
O 0.347 1.077 1.427 -0.302
C -0.914 0.628 1.905 -0.769
N 1.007 2.480 -1.866 -0.678
H 3.253 3.012 -0.759 0.425
H 2.986 2.147 0.705 0.336
H 2.127 3.692 0.404 0.319
H 1.717 0.829 -0.898 0.378
H -0.739 1.546 -0.264 0.425
H -0.036 2.869 0.513 0.205
H -1.228 -0.194 1.261 0.334
H -1.615 1.450 2.051 0.303
H -0.656 0.105 2.826 0.266
H 1.677 2.483 -2.622 0.245
H 0.831 3.452 -1.655 0.229
C 11.958 2.671 -3.640 -1.288
C 11.141 1.906 -2.550 0.529
C 11.995 0.807 -1.888 -0.725
O 12.266 -0.323 -2.710 -0.338
C 11.226 -0.982 -3.423 -0.708
N 10.761 2.956 -1.559 -0.635
H 11.362 3.479 -4.063 0.398
H 12.157 2.028 -4.497 0.319
H 12.935 3.021 -3.305 0.320
H 10.296 1.376 -2.990 0.197
H 11.373 0.431 -1.076 0.316
H 12.877 1.199 -1.380 0.343
H 11.695 -1.851 -3.885 0.254
H 10.704 -0.412 -4.192 0.267
H 10.399 -1.319 -2.799 0.325
H 10.631 3.879 -1.947 0.206
H 9.966 2.717 -0.983 0.219
C 7.204 10.716 -2.974 -1.455
C 7.562 9.993 -1.693 0.607
C 6.324 9.299 -1.091 -0.809
O 5.319 10.197 -0.645 -0.318
C 5.471 10.530 0.748 -0.752
N 8.598 8.959 -2.019 -0.710
H 6.813 11.706 -2.736 0.328
H 6.489 10.173 -3.591 0.320
H 8.012 10.874 -3.687 0.420
H 8.033 10.732 -1.044 0.224
H 6.640 8.573 -0.342 0.412
H 5.817 8.695 -1.844 0.364
H 5.726 9.694 1.400 0.334
H 4.539 10.890 1.183 0.273
H 6.318 11.200 0.897 0.275
H 8.266 8.433 -2.815 0.232
H 9.487 9.284 -2.370 0.257

Entry x
255
Properties=species:S:1:pos:R:3:mulliken_charge:R:1 method="wB97M-V/def2-TZVPD" homo_energy_ha=-0.3205 lumo_energy_ev=0.4
C 6.065 8.619 -0.873 -1.331
C 6.941 7.519 -1.515 0.398
C 8.292 7.999 -2.045 -0.610
O 8.077 8.940 -3.090 -0.292
C 9.229 9.614 -3.539 -0.716
N 7.199 6.633 -0.422 -0.704
H 6.549 9.074 -0.009 0.307
H 5.059 8.388 -0.521 0.388
H 5.991 9.365 -1.665 0.308
H 6.340 6.950 -2.224 0.278
H 8.858 7.139 -2.404 0.353
H 8.744 8.549 -1.220 0.300
H 9.034 10.460 -4.198 0.254
H 9.871 9.014 -4.184 0.279
H 9.805 9.966 -2.683 0.303
H 6.425 6.094 -0.060 0.248
H 7.594 7.011 0.428 0.236
C -5.259 8.047 -2.934 -1.502
C -5.999 6.845 -2.521 0.792
C -6.357 5.850 -3.602 -0.639
O -7.455 6.156 -4.450 -0.334
C -7.552 5.334 -5.589 -0.743
N -5.092 6.141 -1.594 -0.792
H -4.309 7.797 -3.405 0.372
H -4.941 8.667 -2.095 0.334
H -5.678 8.626 -3.757 0.347
H -6.850 7.100 -1.889 0.278
H -6.596 4.968 -3.007 0.232
H -5.455 5.708 -4.197 0.287
H -7.723 4.284 -5.351 0.294
H -6.710 5.460 -6.269 0.320
H -8.350 5.703 -6.232 0.278
H -5.548 5.336 -1.187 0.225
H -4.915 6.635 -0.731 0.253
C 4.236 1.063 16.400 -1.377
C 2.753 1.414 16.442 0.322
C 2.042 1.239 15.076 -0.658
O 2.505 2.228 14.219 -0.333
C 2.131 1.917 12.835 -0.770
N 2.131 0.577 17.454 -0.716
H 4.781 1.619 15.637 0.343
H 4.314 0.024 16.079 0.345
H 4.754 1.071 17.359 0.355
H 2.653 2.474 16.675 0.270
H 0.955 1.315 15.041 0.394
H 2.219 0.248 14.658 0.343
H 2.491 0.928 12.551 0.325
H 2.585 2.516 12.046 0.286
H 1.059 2.025 12.674 0.295
H 2.459 -0.340 17.189 0.299
H 1.138 0.461 17.306 0.278
C 9.733 -0.711 -6.463 -1.410
C 10.543 0.244 -5.569 0.638
C 9.952 0.684 -4.257 -0.912
O 9.785 -0.421 -3.355 -0.310
C 9.222 -0.098 -2.112 -0.716
N 11.787 -0.461 -5.247 -0.839
H 10.348 -1.438 -6.993 0.396
H 9.180 -0.095 -7.172 0.326
H 8.972 -1.198 -5.852 0.278
H 10.708 1.168 -6.123 0.356
H 8.971 1.061 -4.548 0.367
H 10.529 1.481 -3.789 0.464
H 9.217 -1.043 -1.568 0.227
H 8.198 0.241 -2.274 0.279
H 9.838 0.685 -1.671 0.303
H 12.315 0.145 -4.636 0.259
H 11.656 -1.241 -4.618 0.295
C -7.420 -1.601 5.846 -1.472
C -8.843 -1.916 6.094 0.657
C -9.703 -0.679 6.438 -0.716
O -9.280 -0.096 7.665 -0.313
C -10.235 0.798 8.304 -0.730
N -9.282 -2.672 4.913 -0.768
H -7.126 -1.058 4.948 0.342
H -6.892 -2.554 5.894 0.362
H -6.918 -1.018 6.617 0.349
H -8.811 -2.606 6.937 0.196
H -10.745 -0.990 6.371 0.400
H -9.659 0.150 5.732 0.302
H -10.619 1.618 7.697 0.290
H -9.754 1.254 9.169 0.243
H -11.041 0.160 8.668 0.307
H -9.206 -2.037 4.132 0.263
H -8.703 -3.407 4.536 0.288
C -5.539 -4.628 -13.609 -1.425
C -5.524 -4.021 -12.191 0.588
C -6.177 -2.676 -12.038 -0.793
O -6.123 -2.136 -10.718 -0.310
C -4.910 -1.522 -10.275 -0.725
N -6.287 -4.993 -11.476 -0.757
H -5.039 -5.592 -13.703 0.368
H -5.032 -3.834 -14.159 0.372
H -6.516 -4.863 -14.031 0.274
H -4.529 -3.937 -11.756 0.259
H -7.219 -2.670 -12.356 0.337
H -5.737 -1.933 -12.702 0.357
H -4.024 -2.156 -10.253 0.281
H -4.926 -1.117 -9.263 0.285
H -4.624 -0.696 -10.925 0.312
H -7.246 -4.677 -11.471 0.286
H -6.161 -4.732 -10.509 0.293
C -6.202 -9.314 2.473 -1.406
C -4.967 -9.230 1.586 0.612
C -4.919 -10.231 0.419 -0.761
O -3.616 -10.254 -0.048 -0.322
C -3.330 -11.296 -0.936 -0.807
N -4.707 -7.896 1.111 -0.774
H -6.031 -8.734 3.380 0.341
H -6.415 -10.321 2.831 0.375
H -7.108 -9.047 1.928 0.314
H -4.089 -9.377 2.214 0.258
H -5.460 -10.056 -0.511 0.359
H -5.278 -11.215 0.721 0.378
H -3.610 -12.295 -0.603 0.319
H -2.244 -11.381 -0.979 0.259
H -3.605 -10.944 -1.931 0.318
H -3.987 -7.971 0.406 0.292
H -4.209 -7.357 1.806 0.248
C -1.454 3.974 -14.447 -1.474
C -2.292 5.150 -13.958 0.663
C -1.933 5.890 -12.616 -0.736
O -1.926 5.151 -11.449 -0.314
C -1.538 5.937 -10.308 -0.758
N -2.309 6.115 -14.993 -0.745
H -0.393 4.174 -14.599 0.324
H -1.746 3.555 -15.411 0.357
H -1.358 3.115 -13.783 0.356
H -3.304 4.799 -13.756 0.244
H -2.744 6.615 -12.538 0.279
H -0.957 6.375 -12.621 0.343
H -1.554 5.144 -9.561 0.239
H -2.308 6.665 -10.052 0.319
H -0.543 6.380 -10.250 0.324
H -1.481 6.693 -14.953 0.273
H -2.963 6.824 -14.691 0.306
C 5.979 -5.499 4.456 -1.375
C 6.784 -6.848 4.492 0.459
C 5.955 -7.975 3.746 -0.698
O 4.682 -8.152 4.368 -0.300
C 3.764 -8.818 3.497 -0.770
N 7.980 -6.621 3.674 -0.757
H 5.738 -5.057 3.490 0.321
H 6.503 -4.690 4.965 0.395
H 5.141 -5.629 5.141 0.335
H 7.100 -6.988 5.526 0.272
H 6.536 -8.893 3.839 0.330
H 5.905 -7.766 2.677 0.419
H 2.842 -8.963 4.061 0.237
H 4.159 -9.741 3.073 0.308
H 3.588 -8.215 2.607 0.336
H 8.620 -7.400 3.617 0.230
H 8.596 -5.997 4.175 0.257
C 9.989 2.792 5.827 -1.416
C 10.883 3.997 6.046 0.635
C 12.222 4.001 5.335 -0.678
O 13.007 2.959 5.937 -0.308
C 14.267 2.760 5.376 -0.723
N 10.016 5.149 5.785 -0.752
H 8.980 2.798 6.240 0.371
H 10.556 1.902 6.098 0.323
H 9.947 2.669 4.745 0.336
H 11.044 4.078 7.121 0.205
H 12.712 4.946 5.571 0.314
H 12.165 4.004 4.247 0.391
H 14.765 2.074 6.062 0.224
H 14.814 3.699 5.297 0.287
H 14.030 2.314 4.410 0.312
H 10.506 6.025 5.893 0.228
H 9.254 5.167 6.448 0.251
C -1.122 -4.634 9.471 -1.440
C -0.547 -5.828 8.758 0.646
C -1.120 -7.159 9.258 -0.628
O -0.644 -7.435 10.566 -0.286
C -1.294 -8.489 11.218 -0.767
N -0.627 -5.547 7.347 -0.744
H -0.810 -4.618 10.515 0.305
H -2.202 -4.764 9.539 0.306
H -0.884 -3.692 8.976 0.420
H 0.509 -5.829 9.030 0.235
H -0.889 -7.922 8.515 0.295
H -2.189 -6.972 9.357 0.290
H -1.048 -9.473 10.819 0.274
H -2.365 -8.300 11.285 0.338
H -1.084 -8.439 12.286 0.274
H 0.088 -6.030 6.822 0.253
H -0.450 -4.559 7.235 0.229
C -6.247 -5.541 -4.352 -1.387
C -7.464 -4.809 -3.845 0.465
C -8.704 -5.681 -3.532 -0.688
O -9.890 -4.915 -3.157 -0.315
C -10.906 -5.856 -2.761 -0.751
N -6.972 -4.079 -2.667 -0.762
H -5.883 -6.233 -3.593 0.269
H -5.409 -4.872 -4.547 0.357
H -6.379 -6.139 -5.254 0.368
H -7.790 -4.054 -4.561 0.326
H -8.435 -6.344 -2.709 0.320
H -9.060 -6.286 -4.366 0.365
H -11.656 -5.231 -2.276 0.272
H -10.579 -6.507 -1.951 0.332
H -11.322 -6.489 -3.545 0.289
H -7.682 -3.421 -2.378 0.302
H -7.036 -4.632 -1.825 0.236
C 2.524 -3.006 -11.861 -1.504
C 3.553 -2.109 -11.104 0.496
C 2.893 -1.185 -10.033 -0.697
O 3.826 -0.625 -9.131 -0.314
C 3.066 0.102 -8.121 -0.758
N 4.456 -2.981 -10.503 -0.751
H 1.735 -2.441 -12.358 0.365
H 1.948 -3.757 -11.320 0.357
H 2.964 -3.651 -12.621 0.384
H 4.073 -1.535 -11.870 0.242
H 2.227 -1.823 -9.452 0.342
H 2.360 -0.419 -10.597 0.338
H 2.493 0.919 -8.560 0.305
H 3.821 0.629 -7.538 0.271
H 2.453 -0.526 -7.475 0.313
H 4.069 -3.641 -9.843 0.269
H 4.867 -2.319 -9.861 0.341
C -4.128 10.801 6.089 -1.435
C -4.333 9.540 5.298 0.418
C -4.357 8.316 6.281 -0.706
O -4.354 7.147 5.534 -0.262
C -4.433 5.942 6.246 -0.810
N -5.554 9.653 4.527 -0.756
H -3.107 10.859 6.467 0.365
H -4.774 10.832 6.966 0.303
H -4.370 11.714 5.545 0.394
H -3.455 9.402 4.666 0.329
H -5.216 8.390 6.947 0.346
H -3.477 8.347 6.923 0.352
H -3.560 5.668 6.839 0.283
H -4.532 5.201 5.453 0.276
H -5.419 5.804 6.690 0.336
H -5.853 8.845 4.000 0.288
H -6.244 9.530 5.254 0.281
C 0.141 -0.437 0.430 -1.387
C -0.468 0.888 0.023 0.606
C 0.657 2.041 -0.014 -0.745
O 1.366 2.042 1.191 -0.332
C 0.804 2.871 2.135 -0.722
N -1.005 0.674 -1.290 -0.752
H -0.493 -1.286 0.174 0.368
H 0.457 -0.609 1.459 0.304
H 1.090 -0.506 -0.103 0.329
H -1.287 1.136 0.699 0.234
H 0.266 3.032 -0.245 0.416
H 1.452 1.880 -0.742 0.323
H 1.507 2.864 2.967 0.265
H -0.194 2.533 2.414 0.283
H 0.832 3.937 1.910 0.312
H -1.531 1.492 -1.561 0.248
H -1.707 -0.048 -1.214 0.250

Decreasing stability: entry w, entry x